Record 1
The following is a quantum chemistry calculation of a cluster of 10 separate species, C25H63BrN4O10 in total, from the OMol25 dataset.

Highest occupied orbital energy ... -9.7 eV
Largest force on an atom ... 1.54 eV/A
HOMO-LUMO gap ... 0.32004 hartree
SMILES ... O=CCc1nnc(CCCBr)nn1.CCO.CCO.CCO.CCO.CCO.CCO.CCO.CCO.CCO

```
! wB97M-V def2-TZVPD RIJCOSX def2/J DEFGRID3
* xyz 0 1
H -5.807 -6.078 2.230
H -3.427 -0.787 3.855
O 0.165 -5.087 -0.053
C 1.436 -5.653 -0.359
H -7.210 -5.471 -1.225
C 8.275 4.251 -0.741
H -4.835 -1.773 -2.180
N 0.285 0.486 3.465
C -2.782 -0.506 3.033
H 1.256 -6.687 -0.650
H 4.188 1.071 -2.935
H 4.003 7.883 -1.780
N 1.480 0.374 2.924
C -3.540 -0.515 1.721
H 4.114 -1.460 0.500
O -9.797 -4.753 -1.086
C -3.508 -1.081 -3.739
H 1.867 -5.127 -1.219
H 2.309 9.087 -3.176
O -3.523 -0.378 -1.406
H 8.675 6.293 -1.321
H 6.560 5.173 -0.737
H 10.129 5.301 -1.123
H 8.175 3.871 -1.765
C 3.087 8.480 -3.641
H -9.268 -6.109 -2.495
N -0.622 1.044 1.350
H 5.434 2.783 -1.062
H 2.206 -3.063 4.692
H 1.949 -6.103 1.685
H 4.711 3.229 -4.003
H -4.289 0.264 1.677
O 4.599 6.600 -3.289
H 0.057 1.836 -1.285
H 0.264 2.514 -2.914
H 6.246 2.006 -2.429
C 2.376 -5.581 0.828
H -3.700 -1.919 -4.410
C -0.962 3.713 -1.611
H 3.345 -6.027 0.593
C 3.144 -1.464 5.798
C -0.441 2.373 -2.093
H -0.142 4.335 -1.253
H -1.260 1.753 -2.467
O 4.308 1.397 -2.039
C 3.123 -1.107 0.827
C 2.274 -2.704 5.725
H -6.818 -6.377 3.638
H 3.699 0.805 1.599
H -2.031 -1.287 2.948
O -7.007 -3.772 2.990
H 0.580 -1.751 5.680
C 9.134 5.501 -0.723
H -6.103 -3.689 2.664
H 3.928 4.002 -2.632
C -0.723 0.798 2.651
C -6.842 -6.163 2.569
H -7.627 -4.656 1.234
H 8.725 3.469 -0.131
H -7.000 -5.118 -2.950
H 2.689 -3.505 6.336
C 5.297 2.432 -2.081
H -2.055 1.161 4.279
O 6.979 4.493 -0.200
C 3.596 7.419 -2.685
C 4.869 3.577 -2.978
N 0.575 0.924 0.805
H -7.307 -7.005 2.053
H -3.154 -2.285 -1.985
H 3.212 -1.104 6.825
H 4.151 -1.664 5.428
H 2.922 0.828 0.001
H 2.704 -0.663 5.199
C 1.566 0.575 1.613
H 9.235 5.877 0.295
H 5.618 4.364 -2.994
H -2.637 1.619 2.694
C 2.909 0.382 0.989
H -2.334 3.922 -2.977
H 3.900 9.141 -3.953
H 2.679 8.017 -4.539
C -7.565 -4.858 -2.053
H -9.627 -3.832 -0.872
C -3.792 -1.461 -2.297
Br -4.450 -2.243 1.556
H -8.625 -4.956 2.662
H -2.883 -0.456 0.870
O -1.600 4.450 -2.656
H -2.469 -0.772 -3.852
O 2.243 -1.926 1.059
H 5.326 7.174 -3.547
O 0.962 -2.449 6.220
C -2.093 0.855 3.242
H -4.136 -0.241 -4.048
H -7.355 -3.815 -1.800
C -9.055 -5.067 -2.262
H -1.667 3.571 -0.785
H 2.788 6.751 -2.391
C -7.599 -4.874 2.307
H 0.309 -4.169 0.195
H 2.535 -4.543 1.125
H -4.088 0.357 -1.656
H -9.414 -4.450 -3.093
*
```

***

Record 2
The following is a quantum chemistry calculation of a structure of composition C25H64O13V, from the OMol25 dataset.

Highest occupied orbital energy ... -4.1 eV
Largest force on an atom ... 4.00 eV/A
ΔE to the lowest compared entry with this formula, charge and spin ... 0.0 kcal per mole
HOMO-LUMO gap ... 0.23222 hartree

```
! wB97M-V def2-TZVPD RIJCOSX def2/J DEFGRID3
* xyz -1 1
H 2.938 -5.147 -1.810
H 3.918 -3.180 3.288
H 1.743 -3.875 -1.449
C -1.197 -4.908 -0.293
H 3.556 1.005 0.294
H -6.347 1.751 1.476
H -0.484 -3.819 1.904
O -2.045 1.128 -1.334
H 1.602 -3.084 3.981
H -0.847 0.227 -2.664
H -2.823 -3.610 0.301
H -2.928 1.534 -1.273
H 2.829 3.539 1.813
H 2.949 1.464 -3.654
H -0.121 -4.951 -0.105
O -0.983 0.687 1.194
O -4.721 1.825 -0.646
C -4.757 -0.284 0.538
C 2.790 2.454 1.666
O 1.432 2.019 1.645
V -0.222 1.541 0.127
C -1.871 0.597 -2.673
H 1.919 -4.414 2.291
O 2.625 0.067 -5.953
H 0.355 2.457 4.798
H -2.991 3.658 4.502
H -3.897 -0.245 -2.825
H -5.842 -0.413 0.438
O 0.802 0.607 -0.658
H -2.721 -0.962 -3.893
C 1.989 2.332 -6.157
H 1.273 1.936 -3.489
H 4.365 2.594 0.196
H -2.669 -1.399 -2.244
H -4.427 -0.807 1.435
H 1.179 -0.812 1.932
C 1.932 1.164 -3.903
C 0.976 -1.394 2.832
H -1.533 3.808 5.463
C -4.462 1.213 0.640
H 1.679 0.218 -3.424
C -1.404 2.322 3.896
H -1.725 2.234 2.859
H -3.133 2.125 -3.467
H -5.073 1.368 2.660
H -0.040 -2.321 0.176
H -4.255 -0.692 -0.338
C -1.901 3.645 4.439
H -0.074 -1.667 2.927
H -5.534 1.476 -1.022
H 3.874 -0.992 -2.123
H -3.401 1.361 0.796
C 1.716 1.053 -5.399
C 3.346 -2.321 2.936
H 3.207 2.202 3.781
H -1.343 -4.865 -1.375
C -5.290 1.881 1.718
H -1.613 0.207 4.237
C -1.068 -2.426 -0.170
C 1.860 -2.600 3.032
H -3.037 1.162 4.702
H 1.169 -0.716 3.674
H -2.112 1.371 -4.685
H -1.579 -1.485 0.048
O 0.193 3.433 -0.841
C -1.946 1.141 4.691
H -1.584 4.486 3.824
C -2.132 1.723 -3.650
H -5.021 2.928 1.834
H -1.080 -2.453 -1.267
C -1.738 -3.663 0.403
H 0.707 0.695 -5.640
C 3.252 -1.720 -1.598
H 2.441 -0.796 -5.568
C 3.503 1.764 2.823
H 3.582 -1.468 3.578
H 0.977 2.265 2.474
H 1.323 3.127 -5.821
H 4.224 -4.109 -3.509
H -1.429 2.547 -3.535
H 2.228 -1.536 -1.926
O -1.285 3.538 0.788
H 3.010 2.662 -5.952
H 4.722 -3.265 -1.461
O 3.826 -3.255 -3.321
H 3.316 -1.504 -0.531
C 2.780 -4.177 -1.320
C -0.677 4.170 -0.178
H 3.213 0.713 2.857
H 1.880 2.169 -7.229
C 3.410 2.092 0.340
H -1.677 -5.816 0.076
O -0.907 5.363 -0.485
O 1.506 -3.592 2.006
C -2.846 -0.536 -2.886
H 3.600 -2.045 1.914
H 3.043 -4.418 -0.287
O 0.032 2.297 3.906
H 2.727 2.282 -0.489
C 3.720 -3.122 -1.890
H 4.590 1.810 2.732
O -1.446 -3.752 1.801
H -1.595 1.179 5.728
*
```

***

Record 3
The following is a quantum chemistry calculation of a cluster of 10 separate species, C25H65F2N9O15S2 in total, from the OMol25 dataset.

Highest occupied orbital energy ... -20.4 eV
Largest force on an atom ... 4.99 eV/A
ΔE to the lowest compared entry with this formula, charge and spin ... 0.0 kcal per mole
HOMO-LUMO gap ... 0.27902 hartree

```
! wB97M-V def2-TZVPD RIJCOSX def2/J DEFGRID3
* xyz 6 1
H 2.213 3.952 4.318
H 1.037 -4.242 -5.168
H -1.693 1.338 3.927
H -3.442 -5.814 -0.561
N 6.162 0.834 -6.061
N -2.360 3.068 -2.825
H -7.202 -0.804 1.665
H 0.631 7.141 1.148
N 1.389 0.246 1.609
O 1.838 -3.467 -0.211
N -6.748 -0.216 2.371
C -2.409 0.557 -2.575
H -4.766 -3.710 -0.910
H -2.404 -3.428 -1.223
C 4.585 1.188 -4.065
N 0.526 -3.449 -4.770
H -7.199 1.456 3.762
O 1.203 -2.193 -6.588
H -1.379 -2.708 -4.500
H -3.313 0.287 2.418
C 4.343 -2.062 1.417
H 1.021 -3.230 0.242
C 1.564 -3.126 -1.520
O -1.394 -1.377 4.009
H -0.186 -2.676 5.894
O 5.227 -2.656 1.900
C -2.403 -2.981 -0.230
H 3.026 -3.588 3.456
C -3.594 -3.218 0.636
C -4.249 0.131 2.952
H -3.198 0.458 -3.340
H 2.433 -1.120 1.831
H 2.042 5.482 2.245
C -0.952 -3.612 -4.930
C 0.962 7.291 2.170
C 0.017 -1.604 5.922
F 3.108 1.605 2.397
H 3.299 4.891 5.364
H -4.264 -5.843 1.041
O -0.394 1.799 -2.729
H 4.178 -2.180 -0.707
H -3.017 0.499 -1.669
H 2.357 -3.678 1.779
H 2.379 -1.422 -4.140
H -2.799 3.099 -0.730
H 0.120 7.667 2.747
C -0.870 1.519 4.604
C -4.347 -5.578 -0.010
H -5.588 -3.816 0.521
H 0.918 0.601 4.958
C 6.185 0.480 -7.532
H 5.368 0.943 -8.070
H -1.860 3.655 -3.502
H 0.719 -0.868 -3.688
H 3.442 -0.715 0.095
N -4.727 -4.078 0.046
C -5.360 0.246 1.944
C 4.279 -1.407 0.060
H -1.938 -0.413 -2.733
N 0.128 0.382 4.344
C 1.936 6.168 4.237
H 6.060 -0.599 -7.571
O 2.903 1.673 0.076
H 6.854 0.264 -5.558
C 2.450 -3.085 2.685
H -7.743 1.677 2.134
F -0.025 -1.369 0.739
C -1.565 1.756 -2.745
S 2.047 1.670 1.205
S 0.242 0.185 0.408
O 4.030 -0.062 -6.025
H 1.617 4.834 5.740
H 7.190 0.699 -7.881
H 0.823 -3.390 -3.780
H -6.541 -0.914 3.099
H -1.127 -3.644 -6.001
H 1.514 -0.196 -5.156
C 1.027 -2.159 -5.427
H 5.212 -0.907 -0.192
H 0.554 5.407 3.031
O -3.705 -2.918 1.784
N 3.093 -1.786 2.320
H -2.156 -1.924 -0.220
H -3.320 2.984 -3.165
O 1.252 2.845 1.416
H -1.582 -3.519 0.253
H -3.104 4.574 -1.626
H 3.661 1.763 -4.014
H -0.297 2.425 4.450
C 4.809 0.552 -5.389
H 4.357 0.385 -3.351
H 1.435 -2.907 3.046
O 0.330 -3.078 -1.802
H -1.410 4.090 -1.174
C -2.392 3.763 -1.491
H -4.303 1.000 3.615
H -1.295 -4.483 -4.387
C 2.316 4.871 4.895
O 0.623 0.112 -0.955
H 3.428 -1.252 3.124
N 1.362 5.991 2.813
C -0.498 -0.987 4.678
H -5.244 -5.981 -0.472
H -1.185 1.404 5.639
O -1.042 0.748 0.710
O -5.225 0.671 0.844
H -8.560 0.566 3.156
O 1.928 7.214 4.756
H 1.050 -1.424 6.209
H 1.783 7.997 2.252
H 0.550 0.521 3.394
H 5.397 1.743 -3.600
O 2.483 -3.037 -2.331
C -7.560 0.912 2.890
H 6.420 1.797 -5.826
H -4.281 -0.818 3.483
H -0.633 -1.300 6.756
C 1.413 -1.058 -4.503
*
```

***

Record 4
The following is a quantum chemistry calculation of a cluster of 6 separate species, C25H65N3O5PS in total, from the OMol25 dataset.

Highest occupied orbital energy ... -11.3 eV
Largest force on an atom ... 1.14 eV/A
HOMO-LUMO gap ... 0.32035 hartree

```
! wB97M-V def2-TZVPD RIJCOSX def2/J DEFGRID3
* xyz 1 1
H -0.275 -2.571 -3.293
N 4.385 0.343 -0.014
C -3.747 -4.369 -3.697
C 1.499 2.373 -4.264
C 3.445 -3.643 0.889
C -8.297 1.167 -0.654
H -1.624 -4.349 -1.191
H -9.081 1.593 -1.280
C -0.565 2.407 -6.398
H 2.003 1.764 -3.508
C 4.942 0.409 6.631
C 3.872 2.982 4.224
H 3.311 -2.419 3.898
H 4.230 -3.843 1.624
H 2.923 2.032 5.920
H -4.537 -5.119 -3.698
C -2.389 -5.042 -3.784
C 2.381 1.764 0.265
C 3.009 0.393 0.488
H -0.616 1.321 -6.474
O 3.562 0.569 4.598
H 1.558 4.439 -4.934
H 2.410 -0.392 0.015
H 3.325 -4.168 3.669
H -0.213 3.025 0.570
H -3.855 -3.779 -2.785
H -1.984 -2.524 -2.873
C 3.049 1.866 4.845
H 1.746 2.795 -1.575
H -2.058 -0.786 -0.494
H 3.196 2.487 0.218
C 1.791 -3.095 2.555
C -0.775 -3.806 -1.608
C 2.808 -4.938 0.416
H -7.337 1.500 -1.054
H -0.648 3.934 -4.865
C -0.756 2.850 -4.959
H 1.174 -3.977 2.350
H -0.314 1.999 -1.557
H 4.606 -0.576 -0.372
H -2.363 -5.702 -4.649
H 4.545 1.030 -0.741
H -9.498 1.339 1.116
N 1.505 2.172 1.374
H 5.599 0.965 4.644
H 4.044 2.786 3.163
H 1.104 -2.271 2.759
H -2.210 -5.669 -2.904
C -5.826 2.612 1.648
H -0.493 -3.032 -0.888
H 1.792 1.963 -5.235
H 2.407 -5.520 1.247
H -2.476 0.377 1.347
H 1.609 4.245 -3.186
H 3.548 -5.556 -0.092
H 3.352 3.935 4.325
H 4.165 -0.199 7.096
O 2.515 -2.700 1.401
H 0.051 -4.510 -1.705
P -1.996 0.519 0.033
H 4.845 3.084 4.704
C 4.859 0.311 5.118
H -1.343 2.840 -7.025
H 2.073 -3.433 4.663
H 3.027 0.163 1.552
S -2.920 1.819 -1.052
C -1.112 -3.188 -2.958
H -1.765 2.603 -4.632
H -5.929 0.760 0.533
H -5.747 0.562 2.271
C -0.216 0.914 0.168
H 2.047 1.867 4.410
H -6.194 3.024 2.588
H 5.096 -0.708 4.809
H -8.335 0.080 -0.736
C -6.247 1.159 1.505
C 0.088 2.104 1.067
H -4.738 2.697 1.627
H -0.517 2.031 1.965
H 3.925 -3.146 0.044
H -6.218 3.230 0.839
C 1.951 3.817 -4.131
H 0.398 2.725 -6.800
C 2.677 -3.297 3.767
H 1.678 1.567 2.170
O -7.626 0.943 1.704
C 1.728 1.812 -1.122
O -1.311 -4.137 -3.977
H -8.398 2.685 0.885
O 0.110 2.180 -4.042
H 0.318 0.040 0.533
H 1.989 -4.732 -0.274
C -8.491 1.598 0.790
H 0.256 0.506 -1.858
H 2.332 1.179 -1.762
H 3.039 3.877 -4.171
N 0.312 1.268 -1.181
H 4.816 1.435 6.981
H 5.914 0.060 6.976
H -3.897 -3.701 -4.546
*
```